No. 1
Molecular formula: C3H13N2O
Method: DFT, ωB97M-V/def2-TZVPD

Geometry as XYZ:
```
19
Properties=species:S:1:pos:R:3:mulliken_spin:R:1
C -0.96 -0.81 -1.50 0.0267
N 0.13 -0.92 -2.40 0.8583
C -0.70 -0.27 -0.03 0.1017
N 0.71 0.01 0.40 -0.0037
C 1.15 1.46 0.17 0.0017
H -1.33 -1.84 -1.37 0.0648
H -1.72 -0.20 -1.96 -0.0030
H 0.81 -1.67 -2.30 -0.0238
H 0.13 -0.37 -3.27 -0.0237
H -1.16 -0.94 0.68 -0.0082
H -1.27 0.65 0.06 0.0008
H 0.76 -0.20 1.42 0.0002
H 1.36 -0.63 -0.05 0.0051
H 0.89 2.02 1.07 -0.0007
H 0.70 1.81 -0.75 0.0040
H 2.24 1.47 0.09 -0.0014
H -0.19 0.79 3.43 0.0001
H -0.98 -0.49 3.45 0.0001
O -0.56 0.12 2.83 0.0008
```

## Properties
Multiplicity: 2
Net charge: +2
Gap between HOMO and LUMO (alpha / beta), eV: 11.86 / 6.70
Energy above the lowest of the compared OMol25 structures with the same formula, charge and spin, eV: 0.856
Largest force on an atom, eV/A: 1.0
⟨S²⟩: 0.755

***

No. 2
Molecular formula: C3H4ClN
Method: DFT, ωB97M-V/def2-TZVPD

Geometry as XYZ:
```
9
Properties=species:S:1:pos:R:3:lowdin_charge:R:1
C -2.26 -1.27 0.38 0.1180
C -1.11 -0.86 0.26 -0.1622
C 0.16 -0.54 0.03 -0.1396
N 1.26 -0.42 -0.57 -0.2700
Cl 3.01 -0.04 0.18 0.2946
H -3.21 -1.79 0.12 0.0628
H 0.32 3.02 0.63 0.0274
H 0.38 2.34 0.50 0.0010
H 1.45 -0.44 -1.53 0.0679
```

## Properties
Gap between HOMO and LUMO (alpha / beta), eV: 7.63 / 7.63
Energy above the lowest of the compared OMol25 structures with the same formula, charge and spin, eV: 5.825
Largest force on an atom, eV/A: 4.9

***

No. 3
Molecular formula: C36H34BFNO24S
Method: DFT, ωB97M-V/def2-TZVPD

Geometry as XYZ:
```
98
Properties=species:S:1:pos:R:3:lowdin_charge:R:1
C -5.39 -1.04 -0.13 -0.0558
C -4.55 -2.15 0.57 -0.1147
B -3.89 -1.64 1.88 -0.4382
O -4.51 -1.61 3.10 0.1701
C -2.39 -1.08 1.93 -0.0767
N -1.79 -1.36 3.30 0.1231
C -1.29 -0.18 4.10 -0.0539
C -2.03 1.06 3.70 -0.1331
O -1.68 1.29 2.34 -0.0779
C -2.44 0.43 1.55 -0.3038
S -1.96 0.66 -0.19 0.6815
O -1.82 -0.60 -0.83 -0.2215
O -2.81 1.65 -0.75 -0.1956
F -0.55 1.27 0.01 -0.0887
H -5.03 -0.03 0.08 0.0585
H -5.34 -1.15 -1.21 0.0888
H -6.44 -1.08 0.16 0.0829
H -5.22 -2.99 0.80 0.1182
H -3.80 -2.49 -0.14 0.0804
H -5.46 -1.43 3.04 0.1385
H -1.82 -1.65 1.19 0.1427
H -2.45 -1.90 3.87 0.1691
H -0.98 -1.97 3.17 0.1888
H -0.25 -0.04 3.81 0.1487
H -1.29 -0.39 5.17 0.1477
H -3.11 0.96 3.80 0.1468
H -1.70 1.90 4.31 0.1522
H -3.48 0.78 1.56 0.1419
C 3.04 -1.15 -4.12 0.0800
C 3.25 -0.70 -2.88 -0.2235
C 2.19 0.06 -2.12 -0.2935
O 2.44 0.40 -0.97 0.0760
C 0.93 0.34 -2.77 0.0653
C 0.72 -0.11 -4.02 -0.2323
C 1.77 -0.90 -4.77 -0.3204
O 1.47 -1.28 -5.88 0.1075
O -0.40 0.09 -4.69 0.1300
O 4.37 -0.88 -2.21 0.1276
H 3.79 -1.71 -4.67 0.1402
H 0.20 0.91 -2.23 0.1075
H -0.27 -0.35 -5.56 0.1261
H 4.26 -0.45 -1.34 0.1164
C 5.44 5.08 1.63 0.0685
C 5.74 4.63 0.40 -0.2259
C 5.15 3.36 -0.15 -0.3045
O 5.46 3.04 -1.28 0.1078
C 4.25 2.58 0.68 0.0735
C 3.96 3.03 1.91 -0.2281
C 4.53 4.32 2.46 -0.3039
O 4.18 4.63 3.58 0.1000
O 3.15 2.42 2.77 0.0953
O 6.56 5.26 -0.43 0.1196
H 5.86 5.99 2.03 0.1179
H 3.84 1.67 0.28 0.1011
H 3.15 2.99 3.56 0.1106
H 6.59 4.72 -1.24 0.1207
C -0.27 -4.08 -4.32 0.0863
C -1.13 -3.71 -3.37 -0.2168
C -2.46 -4.40 -3.17 -0.2790
O -3.15 -3.98 -2.25 0.0553
C -2.83 -5.49 -4.03 0.0829
C -1.97 -5.87 -4.99 -0.2204
C -0.63 -5.19 -5.19 -0.2983
O 0.08 -5.63 -6.07 0.1278
O -2.21 -6.85 -5.84 0.1392
O -0.94 -2.72 -2.51 0.0955
H 0.69 -3.60 -4.48 0.1267
H -3.79 -5.96 -3.88 0.1361
H -1.42 -6.91 -6.42 0.1292
H -1.75 -2.68 -1.98 0.0846
C 5.50 9.46 1.48 0.0749
C 5.84 10.76 1.55 -0.2305
C 5.47 11.63 2.73 -0.3093
O 5.84 12.79 2.68 0.1127
C 4.72 11.05 3.82 0.0756
C 4.38 9.75 3.75 -0.2316
C 4.76 8.88 2.58 -0.2993
O 4.41 7.71 2.64 0.0814
O 3.70 9.12 4.69 0.1182
O 6.51 11.39 0.60 0.1261
H 5.76 8.83 0.64 0.1350
H 4.45 11.68 4.65 0.1372
H 3.62 8.19 4.39 0.1183
H 6.61 12.31 0.91 0.1242
C -5.58 -8.19 -0.57 0.0750
C -5.08 -9.10 0.27 -0.2345
C -3.88 -8.81 1.15 -0.3129
O -3.51 -9.70 1.90 0.1135
C -3.25 -7.51 1.05 0.0692
C -3.75 -6.60 0.21 -0.2305
C -4.96 -6.88 -0.65 -0.3130
O -5.35 -5.98 -1.37 0.0999
O -3.22 -5.39 0.05 0.0786
O -5.57 -10.32 0.42 0.1274
H -6.44 -8.38 -1.20 0.1379
H -2.38 -7.32 1.67 0.1317
H -3.75 -4.92 -0.63 0.0716
H -5.02 -10.77 1.09 0.1247
```

## Properties
Net charge: +1
Gap between HOMO and LUMO, eV: 7.52
Largest force on an atom, eV/A: 1.0

***

No. 4
Molecular formula: C18H35BN4O5SSi2
Method: DFT, ωB97M-V/def2-TZVPD

Geometry as XYZ:
```
66
Properties=species:S:1:pos:R:3:lowdin_charge:R:1
C -4.10 -2.77 -2.07 -0.0948
N -2.80 -2.51 -2.68 -0.1567
C -2.65 -1.11 -3.10 -0.0678
B -1.66 -2.97 -1.89 -0.5787
O -0.60 -3.57 -2.54 0.1100
Si -1.46 -2.72 0.12 0.5732
C -2.57 -1.34 0.78 -0.2795
C -1.99 -0.50 1.92 -0.2377
C -0.83 0.44 1.56 -0.2300
C -0.95 1.10 0.20 -0.2124
S 0.54 2.01 -0.21 0.5976
O 0.18 3.14 -0.99 -0.2633
O 1.32 2.22 0.97 -0.2799
O 1.39 0.99 -1.08 -0.1301
O 0.14 -2.39 0.42 -0.4744
Si 0.89 -2.99 1.77 0.5267
H -4.86 -2.83 -2.84 0.0817
H -4.40 -2.00 -1.35 0.0736
H -4.08 -3.73 -1.54 0.0906
H -1.62 -0.77 -2.94 0.0745
H -2.83 -1.00 -4.17 0.0722
H -3.32 -0.45 -2.54 0.0869
H -0.26 -3.03 -3.25 0.1003
H -1.86 -3.98 0.81 0.0080
H -3.45 -1.85 1.17 0.0804
H -2.94 -0.71 -0.03 0.0547
H -1.64 -1.15 2.72 0.0907
H -2.80 0.10 2.36 0.1105
H -0.80 1.24 2.31 0.1131
H 0.12 -0.08 1.64 0.0875
H -1.73 1.85 0.13 0.1185
H -1.08 0.37 -0.60 0.0798
H 0.83 0.60 -1.76 0.0881
H -0.05 -3.03 2.91 -0.0515
H 1.99 -2.07 2.12 -0.0535
H 1.39 -4.35 1.52 -0.0561
N 2.13 2.03 3.74 0.0156
C 3.45 2.35 3.61 -0.1491
C 4.02 2.30 4.85 -0.1162
C 3.00 1.93 5.77 -0.1106
C 1.85 1.77 5.05 -0.1396
H 1.47 2.00 2.97 0.0888
H 3.86 2.58 2.64 0.1039
H 5.05 2.50 5.08 0.0848
H 3.10 1.80 6.83 0.0884
H 0.85 1.50 5.36 0.1028
N -5.64 -2.56 -7.15 -0.0001
C -6.16 -3.78 -6.80 -0.1415
C -5.32 -4.35 -5.88 -0.1077
C -4.25 -3.44 -5.67 -0.1186
C -4.47 -2.35 -6.46 -0.1454
H -6.04 -1.93 -7.81 0.1424
H -7.08 -4.13 -7.24 0.1052
H -5.45 -5.31 -5.42 0.0901
H -3.41 -3.57 -5.00 0.0806
H -3.91 -1.44 -6.60 0.1001
N 6.31 4.44 3.01 0.0134
C 6.13 5.73 2.58 -0.1386
C 7.37 6.31 2.48 -0.1164
C 8.33 5.34 2.86 -0.1172
C 7.65 4.19 3.18 -0.1432
H 5.58 3.78 3.18 0.0926
H 5.15 6.11 2.39 0.1060
H 7.56 7.32 2.17 0.0867
H 9.40 5.46 2.89 0.0866
H 7.99 3.23 3.52 0.1040
```

## Properties
Gap between HOMO and LUMO, eV: 7.77
Largest force on an atom, eV/A: 1.3

***

No. 5
Molecular formula: ClH2NO
Method: DFT, ωB97M-V/def2-TZVPD

Geometry as XYZ:
```
5
Properties=species:S:1:pos:R:3:lowdin_charge:R:1
N 0.04 -0.43 0.13 -0.2928
O -0.29 -1.63 0.20 -0.0512
Cl 1.64 0.31 1.34 0.1729
H 0.50 0.04 -0.52 0.0118
H -0.72 0.23 0.50 0.1593
```

## Properties
Gap between HOMO and LUMO, eV: 9.19
Energy above the lowest of the compared OMol25 structures with the same formula, charge and spin, eV: 0.792
Largest force on an atom, eV/A: 7.5
Structure (SMILES): [O-][NH2+]Cl

***

No. 6
Molecular formula: C4H9IN
Method: DFT, ωB97M-V/def2-TZVPD

Geometry as XYZ:
```
15
Properties=species:S:1:pos:R:3:lowdin_charge:R:1
C -0.22 -1.35 -0.09 -0.0020
C -2.78 -1.01 -0.03 -0.0097
C 0.61 -2.05 0.53 -0.4064
C -3.22 0.18 -0.31 0.0378
N 3.44 2.78 0.13 0.0302
I 2.72 -1.66 -0.24 0.9057
H -1.68 -1.20 -0.04 -0.0198
H -0.26 -0.72 -1.00 0.1220
H -3.20 -1.98 0.13 0.0892
H 0.66 -2.84 1.25 0.0713
H -4.22 0.60 -0.31 0.0854
H -2.37 0.91 -0.65 0.1254
H 3.42 3.73 -0.19 0.0191
H 3.98 2.03 -0.22 -0.0265
H 3.12 2.57 1.03 -0.0216
```

## Properties
Net charge: +1
Gap between HOMO and LUMO, eV: 4.31
Energy above the lowest of the compared OMol25 structures with the same formula, charge and spin, eV: 6.547
Largest force on an atom, eV/A: 4.2